[1]
{
  "formula": "C4H14NO3",
  "method": "wB97M-V/def2-TZVPD",
  "de_lowest_kcal_mol": 15.80,
  "e_homo_ev": -14.39,
  "lumo_ev": -3.1418,
  "molar_mass_da": 124.16,
  "homo_lumo_gap_ev": 11.2465,
  "charge": 1,
  "symbols": ["O", "C", "C", "C", "C", "N", "H", "H", "H", "H", "H", "H", "H", "H", "H", "H", "H", "H", "O", "H", "H", "O"],
  "xyz": [[-0.33, -1.27, -1.78], [-0.84, -0.63, -0.89], [0.00, -0.06, 0.21], [-0.08, 1.47, 0.30], [-1.39, 2.08, 0.86], [1.48, -0.33, -0.10], [-1.92, -0.41, -0.90], [-0.12, -0.57, 1.19], [0.23, 1.98, -0.61], [0.66, 1.72, 1.06], [-1.56, 1.77, 1.91], [-1.37, 3.16, 0.90], [-2.23, 1.82, 0.21], [1.51, -0.36, -1.17], [1.80, -1.22, 0.29], [2.05, 0.43, 0.27], [-1.93, -1.78, 2.98], [-1.54, -3.04, 2.10], [-1.37, -2.12, 2.28], [1.62, -0.93, -3.32], [3.04, -1.08, -3.11], [2.28, -0.64, -2.68]],
  "mulliken_charge": [-0.4740, 0.0017, 0.3581, -0.7949, -1.2902, -0.2700, 0.3568, 0.3082, 0.3997, 0.4399, 0.3149, 0.4058, 0.3147, 0.2785, 0.3376, 0.3478, 0.3053, 0.2935, -0.6023, 0.3283, 0.3153, -0.6748]
}



[2]
{
  "formula": "C14H26BaN6O6",
  "method": "wB97M-V/def2-TZVPD",
  "de_lowest_kcal_mol": 50.45,
  "e_homo_ev": [-5.36, -4.64],
  "lumo_ev": [-1.1517, -1.7828],
  "molar_mass_da": 511.73,
  "homo_lumo_gap_ev": [4.2052, 2.8526],
  "symbols": ["O", "H", "Ba", "N", "N", "N", "N", "O", "O", "O", "O", "C", "C", "C", "C", "C", "H", "H", "H", "C", "H", "H", "H", "C", "C", "H", "H", "H", "H", "H", "H", "H", "H", "C", "H", "H", "H", "O", "H", "H", "N", "C", "C", "C", "N", "C", "C", "H", "H", "H", "H", "H", "H"],
  "xyz": [[4.65, 0.48, -2.69], [5.37, 0.88, -3.21], [0.76, 0.02, -0.47], [1.33, 0.05, 2.30], [2.95, -1.00, 0.70], [-0.62, 2.42, -0.06], [0.88, 2.00, -2.28], [0.22, 0.45, 2.81], [-1.64, 2.42, 0.94], [0.97, 0.83, -3.17], [2.86, -1.68, -0.40], [2.75, -1.74, 1.86], [1.90, -1.10, 2.80], [-1.13, 2.85, -1.22], [-0.38, 2.46, -2.42], [1.47, -1.72, 4.06], [0.38, -1.83, 4.05], [1.76, -1.11, 4.93], [1.90, -2.70, 4.22], [3.04, -3.18, 1.86], [4.06, -3.40, 1.51], [2.33, -3.70, 1.19], [2.94, -3.63, 2.85], [-2.51, 3.41, -1.35], [-1.07, 2.36, -3.74], [-2.81, 3.91, -0.43], [-3.23, 2.59, -1.56], [-2.56, 4.12, -2.19], [-0.65, 1.49, -4.24], [-0.87, 3.25, -4.36], [-2.15, 2.24, -3.61], [-1.24, 1.98, 1.72], [1.93, 0.63, -3.23], [4.47, 1.30, -1.53], [4.30, 0.66, -0.66], [3.58, 1.92, -1.68], [5.35, 1.95, -1.35], [2.06, 2.75, 1.21], [1.27, 3.29, 1.03], [1.92, 2.32, 2.08], [-5.37, -3.17, 0.47], [-4.19, -2.52, 0.35], [-3.95, -1.67, -0.76], [-2.73, -1.01, -0.83], [-1.75, -1.16, 0.10], [-2.00, -1.96, 1.16], [-3.18, -2.67, 1.32], [-6.10, -3.09, -0.22], [-5.57, -3.79, 1.24], [-4.70, -1.53, -1.53], [-2.50, -0.35, -1.67], [-1.20, -2.03, 1.91], [-3.32, -3.31, 2.19]],
  "mulliken_charge": [-0.5068, 0.2845, 1.7462, 0.1765, -0.2446, -0.0666, -0.4274, -0.6532, -0.4602, -0.4518, -0.6522, 0.3626, 0.2333, 0.5537, 0.5893, -1.2250, 0.2334, 0.3370, 0.2925, -1.3732, 0.3340, 0.1653, 0.4472, -1.5022, -1.4384, 0.4230, 0.2920, 0.4183, 0.5031, 0.2888, 0.3667, 0.3334, 0.3241, -0.2441, 0.0230, 0.0916, 0.3683, -0.5747, 0.2826, 0.3111, -0.4519, 1.1236, -0.7539, -0.4677, 0.1892, -0.5119, -0.6146, 0.1865, 0.1886, 0.3037, 0.3192, 0.2094, 0.3188]
}